The following is a DFT calculation (ωB97M-V with the def2-TZVPD basis set) of a 3-piece molecular cluster, C3H13NO2S overall at a distorted geometry.

Calculated values
Multiplicity: 2
HOMO level (alpha / beta) in eV: -13.97 / -13.77
ΔE to the lowest compared entry with this formula, charge and spin in kJ/mol: 33.6
Total charge: +1
Kohn-Sham gap (alpha / beta) in eV: 10.6779 / 4.7966
E in eV: -19732.9108

Each line ends with the Löwdin charge.
Geometry (Å):
C: 2.09 -0.73 -0.06  0.0070
C: 0.85 -0.72 -1.01  -0.4836
C: -0.02 0.51 -0.84  -0.4783
S: -1.67 0.18 -1.51  0.9813
N: 1.29 -0.87 -2.39  0.1969
H: 1.99 -0.20 0.87  0.0806
H: 2.35 -1.78 0.01  0.0918
H: 2.91 -0.33 -0.67  0.0908
H: 0.21 -1.60 -0.82  0.1428
H: 0.48 1.41 -1.19  0.1149
H: -0.19 0.68 0.23  0.0739
H: -2.32 1.09 -0.77  -0.0668
H: 0.80 -0.25 -3.04  0.1126
H: 1.31 -1.81 -2.72  0.1283
H: -0.13 1.07 2.70  -0.0104
H: 1.13 1.88 2.89  0.0252
O: 0.18 1.98 2.92  -0.0724
H: -0.90 -1.10 3.97  0.0594
H: -0.39 -1.35 2.55  0.0446
O: -0.89 -0.73 3.09  -0.0382